No. 1
8
Properties=species:S:1:pos:R:3:forces:R:3:mulliken_charge:R:1 method="wB97M-V/def2-TZVPD" s_squared=0.753 lumo_ev="1.7422 / 1.7434" charge=-1 energy_ha=-984.67598 relative_energy_kcal_mol=0.0 spin_multiplicity=2
O 2.4641 -0.0805 0.6899 -0.2 -0.2 0.0 -0.658
C 1.2679 0.4845 0.6430 0.2 -2.2 -0.4 -0.319
O 0.3076 -0.3289 0.4102 0.1 0.1 0.2 -0.592
Li 1.6469 -2.2916 0.5780 -0.2 2.2 0.0 0.625
K 3.3067 2.1260 1.4838 0.2 0.0 0.3 1.029
O 4.9294 2.5015 3.5003 0.1 0.2 -0.1 -0.434
O 5.3502 0.8355 4.9819 0.2 0.3 0.1 -0.365
C 5.4486 1.9488 4.4862 -0.3 -0.4 -0.1 -0.286

=====

No. 2
5
Properties=species:S:1:pos:R:3:forces:R:3:mulliken_charge:R:1 method="wB97M-V/def2-TZVPD" lumo_ev="-3.0305 / -3.0308" charge=0 energy_ha=-583.63195 relative_energy_kcal_mol=149.0 spin_multiplicity=1
C 0.8594 0.8806 -0.0996 -1.3 -0.8 1.8 0.264
C 1.2407 1.1649 -1.2460 0.8 0.6 -1.3 -0.450
N -0.0003 0.3599 0.7767 -2.0 -2.9 -0.7 -0.168
N -0.7088 -0.6091 0.6070 3.2 3.6 -0.2 0.254
S -1.3910 -1.7964 -0.0380 -0.7 -0.6 0.3 0.100

=====

No. 3
7
Properties=species:S:1:pos:R:3:forces:R:3:mulliken_charge:R:1 method="wB97M-V/def2-TZVPD" lumo_ev="-2.1149 / -3.1726" charge=0 energy_ha=-370.22340 relative_energy_kcal_mol=90.0 spin_multiplicity=1
C 0.3350 -0.7367 -1.5780 0.1 0.4 -0.8 0.594
C -0.4326 0.2692 1.6576 0.5 0.9 0.7 0.444
N 0.5635 -0.6195 -2.7347 -0.1 0.0 0.6 -0.337
N -0.4652 -0.1637 2.7272 -0.4 0.0 0.0 -0.284
N 0.0701 -0.9107 -0.3416 -0.2 1.8 1.2 -0.372
N -0.1045 0.7142 0.4473 0.4 -4.0 -2.0 0.349
O 0.0166 1.7269 -0.1722 -0.2 0.8 0.2 -0.393

=====

No. 4
7
Properties=species:S:1:pos:R:3:forces:R:3:mulliken_charge:R:1 method="wB97M-V/def2-TZVPD" lumo_ev=3.9066 charge=-1 energy_ha=-431.89809 smiles="O=C=NC(=O)O[O-]" relative_energy_kcal_mol=44.3 spin_multiplicity=1
O -2.2052 -0.5219 1.2651 -1.8 -0.9 0.7 -0.491
C -1.3076 -0.0528 0.7107 1.2 -0.4 -0.1 0.703
N -0.4022 0.5774 0.2820 1.5 0.7 -1.2 -0.323
C 0.8467 0.5140 -0.4892 -2.1 2.0 1.6 0.568
O 1.3001 1.5893 -0.8045 0.7 0.1 -0.5 -0.632
O 1.3654 -0.6169 -0.6588 2.1 0.4 -1.1 -0.071
O 0.6380 -1.7447 -0.4155 -1.5 -2.0 0.7 -0.754

=====

Please write out number 4 again, unchanged.
7
Properties=species:S:1:pos:R:3:forces:R:3:mulliken_charge:R:1 method="wB97M-V/def2-TZVPD" lumo_ev=3.9066 charge=-1 energy_ha=-431.89809 smiles="O=C=NC(=O)O[O-]" relative_energy_kcal_mol=44.3 spin_multiplicity=1
O -2.2052 -0.5219 1.2651 -1.8 -0.9 0.7 -0.491
C -1.3076 -0.0528 0.7107 1.2 -0.4 -0.1 0.703
N -0.4022 0.5774 0.2820 1.5 0.7 -1.2 -0.323
C 0.8467 0.5140 -0.4892 -2.1 2.0 1.6 0.568
O 1.3001 1.5893 -0.8045 0.7 0.1 -0.5 -0.632
O 1.3654 -0.6169 -0.6588 2.1 0.4 -1.1 -0.071
O 0.6380 -1.7447 -0.4155 -1.5 -2.0 0.7 -0.754

=====

Repeat the fourth record exactly.
7
Properties=species:S:1:pos:R:3:forces:R:3:mulliken_charge:R:1 method="wB97M-V/def2-TZVPD" lumo_ev=3.9066 charge=-1 energy_ha=-431.89809 smiles="O=C=NC(=O)O[O-]" relative_energy_kcal_mol=44.3 spin_multiplicity=1
O -2.2052 -0.5219 1.2651 -1.8 -0.9 0.7 -0.491
C -1.3076 -0.0528 0.7107 1.2 -0.4 -0.1 0.703
N -0.4022 0.5774 0.2820 1.5 0.7 -1.2 -0.323
C 0.8467 0.5140 -0.4892 -2.1 2.0 1.6 0.568
O 1.3001 1.5893 -0.8045 0.7 0.1 -0.5 -0.632
O 1.3654 -0.6169 -0.6588 2.1 0.4 -1.1 -0.071
O 0.6380 -1.7447 -0.4155 -1.5 -2.0 0.7 -0.754